[1]
62
Properties=species:S:1:pos:R:3:forces:R:3 method="wB97M-V/def2-TZVPD" e_tot_ev=-69732.782 multiplicity=2 de_lowest_kcal_mol=6.02 e_homo_ev="-9.85 / -9.89" fmax_ha_per_bohr=0.0209 s_squared=0.995 orbital_gap_ev="6.40 / 6.87" charge=+1
Fe -0.398 -0.509 -0.445 0.619 -0.227 -0.085
C 0.809 3.107 -0.089 0.024 -0.009 0.008
C -0.651 3.463 -0.352 -0.017 0.011 0.016
C -1.582 2.271 -0.624 -0.006 -0.080 -0.031
N -1.316 1.090 0.197 -0.040 0.359 0.087
C -1.572 1.120 1.491 -0.094 -0.021 0.136
C -2.218 2.223 2.124 0.012 -0.038 -0.066
C -2.488 2.483 3.438 0.000 -0.012 0.065
C -2.207 1.728 4.586 -0.015 0.009 -0.031
C -1.665 0.474 4.608 0.011 -0.019 0.006
C -1.272 -0.346 3.540 0.050 0.021 -0.065
C -1.221 -0.125 2.177 0.160 -0.038 -0.017
N -0.746 -1.084 1.309 -1.073 0.016 -0.001
C -1.157 -2.482 1.583 0.246 0.187 -0.315
C -0.138 -3.516 1.140 -0.078 -0.007 -0.032
C 0.149 -3.415 -0.359 0.051 0.018 -0.011
N 0.646 -2.108 -0.751 0.082 -0.014 0.268
C 1.935 -1.812 -0.638 0.158 0.201 -0.211
C 2.904 -2.696 -0.115 -0.130 -0.144 -0.052
C 4.271 -2.591 0.027 -0.013 -0.070 0.016
C 5.140 -1.581 -0.357 0.019 0.036 -0.019
C 4.772 -0.416 -0.992 0.047 -0.019 -0.018
C 3.513 0.064 -1.325 -0.158 0.060 -0.330
C 2.226 -0.443 -1.116 0.005 -0.054 0.273
N 1.107 0.269 -1.355 0.117 -0.102 0.273
C 1.191 1.515 -2.105 -0.047 -0.004 -0.031
C 1.626 2.761 -1.327 0.013 -0.009 -0.022
H 1.285 3.966 0.388 -0.007 0.003 0.004
H 0.871 2.291 0.637 0.002 0.000 -0.003
H -1.020 4.028 0.504 -0.014 -0.006 0.006
H -0.722 4.138 -1.210 0.006 0.006 0.005
H -2.623 2.592 -0.505 -0.001 0.007 -0.005
H -1.490 1.958 -1.661 -0.013 -0.007 0.002
H -2.559 2.995 1.450 0.014 -0.015 -0.037
H -2.988 3.430 3.612 0.000 -0.006 0.036
H -2.460 2.169 5.541 -0.020 0.040 -0.021
H -1.527 0.039 5.591 0.020 -0.040 -0.021
H -0.880 -1.307 3.843 -0.005 0.015 0.065
H -1.438 -2.628 2.622 0.169 -0.019 0.064
H -2.081 -2.653 1.013 -0.020 -0.047 0.013
H 0.784 -3.427 1.719 -0.007 0.091 0.002
H -0.559 -4.504 1.344 0.060 -0.017 0.018
H 0.847 -4.193 -0.674 -0.044 -0.041 -0.005
H -0.780 -3.599 -0.908 -0.012 0.064 -0.005
H 2.504 -3.628 0.258 -0.016 0.006 0.016
H 4.735 -3.446 0.506 -0.008 -0.001 0.001
H 6.193 -1.729 -0.155 0.002 -0.001 -0.004
H 5.586 0.250 -1.258 -0.009 0.006 -0.007
H 3.536 1.026 -1.816 0.026 0.024 0.036
H 1.872 1.379 -2.952 -0.002 -0.012 0.000
H 0.212 1.688 -2.550 0.009 0.000 -0.007
H 2.669 2.665 -1.023 0.007 -0.009 -0.007
H 1.588 3.600 -2.029 0.000 0.004 0.006
N -2.918 -0.422 -1.834 0.038 0.010 -0.052
C -3.569 -0.628 -2.989 -0.007 0.104 -0.034
C -2.624 -0.959 -3.935 0.024 -0.106 0.024
C -1.406 -0.952 -3.248 0.059 0.037 -0.023
N -1.594 -0.610 -1.980 -0.161 -0.118 0.097
H -3.267 -0.099 -0.946 -0.025 -0.025 -0.001
H -4.638 -0.518 -3.059 0.005 0.009 0.009
H -2.789 -1.187 -4.972 -0.013 -0.015 0.009
H -0.409 -1.171 -3.595 -0.001 0.006 0.006

***

[2]
135
Properties=species:S:1:pos:R:3:forces:R:3 method="wB97M-V/def2-TZVPD" e_tot_ev=-196422.589 multiplicity=1 e_homo_ev=-7.78 fmax_ha_per_bohr=0.0813 orbital_gap_ev=6.93 charge=0
C -7.703 2.558 -5.224 -0.736 -0.156 0.919
C -7.905 3.015 -3.711 -0.392 -1.054 -0.179
C -6.744 2.443 -2.822 0.114 0.087 -1.026
I -7.258 2.437 -0.697 0.017 -0.039 -0.579
C -5.348 3.179 -2.992 -1.141 1.652 0.368
C -5.491 4.739 -3.296 1.318 -0.614 0.854
C -5.919 5.554 -2.030 -0.214 1.043 -1.173
F -5.035 5.351 -0.934 -0.859 -0.217 -1.035
O -4.601 2.634 -4.095 0.510 -0.796 1.301
C -3.499 1.853 -3.687 1.504 -0.414 -1.614
Br -3.997 0.399 -2.392 0.067 0.839 0.041
C -3.017 1.085 -5.003 -1.633 0.365 -0.693
O -2.603 -0.263 -4.724 -0.597 1.199 1.197
O -2.103 -0.836 -5.870 0.916 -0.430 -1.695
C -2.324 2.716 -3.058 -1.062 -0.407 1.399
O -1.653 3.519 -4.037 0.818 -0.639 0.738
C -0.335 3.874 -3.606 -0.201 0.272 -0.678
Cl 0.213 5.053 -4.932 -0.469 -0.741 0.132
C -0.309 4.669 -2.233 1.062 0.450 -0.057
C 0.143 6.194 -2.316 -0.574 -0.232 2.283
C 0.044 6.712 -0.790 0.532 0.628 -1.416
C -1.177 7.672 -0.533 0.384 -0.348 2.052
C -0.855 8.474 0.819 1.098 -0.603 -0.359
C -0.250 7.517 1.941 -0.691 0.213 0.458
C -1.154 6.253 2.217 0.542 0.166 0.296
C -0.494 5.194 3.191 -1.622 0.378 0.348
C -1.535 3.994 3.341 1.061 -0.501 0.218
C -0.850 2.573 3.443 -0.020 -1.044 -0.162
C -1.459 1.492 2.441 -0.496 0.392 0.339
C -2.514 0.536 3.115 0.153 -0.393 -0.584
N -2.668 -0.671 2.259 -0.371 -2.368 -1.217
C -2.916 -1.989 2.668 -0.144 -2.258 -1.397
C -2.957 -2.897 1.533 0.328 2.779 -0.196
C -2.731 -2.062 0.304 -0.176 1.113 4.028
C -2.580 -0.742 0.874 0.131 -0.636 -2.364
C 0.680 2.673 -3.704 1.626 -1.051 0.264
Cl 0.162 1.013 -4.213 -0.286 1.822 0.342
C 2.025 2.777 -3.459 -0.868 0.566 0.133
C 2.741 4.091 -3.062 1.220 -0.157 -0.190
Cl 3.091 1.327 -3.602 -0.436 2.592 -0.176
H -8.681 2.731 -5.755 1.162 0.076 0.262
H -7.578 1.437 -5.193 0.176 1.146 -0.248
H -6.840 3.057 -5.726 -0.756 -0.496 0.316
H -8.089 4.112 -3.599 0.372 -0.871 -0.070
H -8.857 2.504 -3.380 0.969 0.603 -0.207
H -6.636 1.358 -3.100 0.052 1.138 0.520
H -4.829 3.123 -2.002 -0.072 -0.258 -1.092
H -4.442 5.081 -3.549 -1.033 -0.375 0.179
H -6.108 4.947 -4.204 0.254 -0.113 0.949
H -6.987 5.372 -1.751 1.088 -0.110 0.220
H -5.824 6.646 -2.297 -0.129 -1.028 0.366
H -3.954 0.992 -5.638 0.852 0.274 0.596
H -2.277 1.675 -5.597 -0.284 -0.589 0.804
H -2.836 -0.968 -6.506 -0.088 0.140 0.629
H -1.649 2.018 -2.485 -0.484 0.664 -0.829
H -2.781 3.408 -2.299 0.273 -0.692 -0.579
H 0.422 4.123 -1.567 -0.825 0.599 -0.584
H -1.279 4.689 -1.678 0.550 -0.358 -0.840
H -0.576 6.830 -2.888 0.874 -0.768 0.018
H 1.209 6.324 -2.606 -1.085 -0.165 -0.329
H 0.077 5.808 -0.134 -0.208 0.970 -0.256
H 0.984 7.304 -0.581 -0.915 -0.602 -0.151
H -1.338 8.420 -1.348 0.070 -0.896 0.500
H -2.100 7.061 -0.305 0.733 0.700 -0.751
H -0.016 9.191 0.568 -1.067 -0.413 0.287
H -1.741 9.042 1.203 0.747 -0.513 -0.367
H -0.214 8.090 2.916 -0.003 -0.477 -1.005
H 0.827 7.254 1.731 -1.204 0.079 -0.019
H -1.446 5.690 1.294 0.341 0.661 0.604
H -2.120 6.647 2.656 0.917 -0.604 -0.311
H -0.404 5.665 4.213 0.274 -0.424 -1.047
H 0.518 4.853 2.861 -0.883 0.292 0.059
H -2.104 4.163 4.292 0.125 -0.077 -1.107
H -2.220 3.954 2.445 0.529 0.296 1.046
H -0.948 2.125 4.476 0.141 0.672 -0.930
H 0.259 2.588 3.234 -1.113 0.375 0.212
H -2.003 2.024 1.607 0.707 -0.502 0.696
H -0.655 0.869 1.975 -0.657 0.468 0.518
H -2.182 0.146 4.115 -0.262 0.582 -0.894
H -3.524 1.023 3.204 1.024 -0.300 0.107
H -3.059 -2.365 3.709 0.253 1.031 -0.903
H -3.140 -3.991 1.529 0.186 1.059 0.340
H -2.681 -2.367 -0.765 -0.060 0.468 1.186
H -2.401 0.136 0.219 -0.147 -0.525 1.034
H 3.832 3.874 -2.874 -1.185 0.076 -0.145
H 2.359 4.579 -2.133 0.100 -0.623 -0.776
H 2.737 4.862 -3.883 -0.292 -0.939 0.724
O 2.205 -6.125 -0.826 0.150 0.040 -0.042
C 3.148 -5.415 -1.132 -0.471 -0.316 0.090
C 4.542 -5.900 -0.971 0.158 -0.042 0.009
C 4.770 -7.185 -0.486 0.234 -0.118 -0.051
C 6.067 -7.662 -0.369 -0.022 0.083 -0.030
C 7.142 -6.858 -0.737 -0.108 0.066 -0.002
C 6.920 -5.570 -1.205 0.151 -0.150 0.052
C 5.620 -5.085 -1.318 0.004 -0.210 0.069
C 5.395 -3.701 -1.803 0.482 0.433 -0.156
O 6.337 -2.973 -2.053 -0.099 -0.105 0.031
C 4.002 -3.224 -1.982 -0.145 0.033 -0.007
C 3.773 -1.940 -2.470 -0.176 0.122 -0.058
C 2.475 -1.495 -2.673 -0.220 -0.156 0.007
C 1.398 -2.333 -2.389 0.143 -0.107 0.058
C 1.620 -3.608 -1.890 -0.182 0.132 -0.047
C 2.922 -4.056 -1.680 -0.012 0.175 -0.081
H 3.940 -7.815 -0.204 0.020 0.142 -0.169
H 6.243 -8.664 0.005 -0.020 0.059 -0.015
H 8.155 -7.236 -0.657 -0.058 0.030 0.002
H 7.760 -4.946 -1.486 -0.171 0.081 0.000
H 4.609 -1.287 -2.696 0.055 -0.170 0.060
H 2.299 -0.490 -3.058 -0.163 -1.049 0.351
H 0.384 -1.987 -2.557 0.052 -0.013 0.013
H 0.779 -4.254 -1.668 0.165 -0.056 0.052
O 3.658 -4.963 6.050 0.040 -0.135 -0.002
C 3.876 -6.128 5.779 -0.150 0.625 0.079
C 3.440 -6.696 4.479 -0.030 -0.103 -0.142
C 2.794 -5.880 3.555 -0.052 -0.003 -0.188
C 2.418 -6.391 2.321 0.009 0.049 0.110
C 2.686 -7.720 2.005 -0.012 -0.063 0.253
C 3.315 -8.542 2.930 -0.103 0.026 -0.206
C 3.688 -8.035 4.171 -0.039 0.158 -0.089
C 4.344 -8.927 5.159 0.067 -0.632 -0.197
O 4.511 -10.107 4.912 0.004 0.138 0.050
C 4.798 -8.355 6.451 0.051 0.105 0.180
C 5.446 -9.172 7.373 0.112 -0.036 0.184
C 5.904 -8.639 8.569 -0.052 0.048 -0.085
C 5.717 -7.288 8.849 -0.058 -0.022 -0.105
C 5.058 -6.474 7.939 0.102 -0.005 0.206
C 4.592 -7.005 6.739 0.128 -0.151 0.127
H 2.587 -4.843 3.794 0.090 -0.096 0.116
H 1.919 -5.754 1.601 0.017 -0.080 0.033
H 2.403 -8.114 1.037 -0.125 0.070 0.104
H 3.517 -9.577 2.681 0.029 0.047 0.181
H 5.599 -10.222 7.157 -0.080 0.105 -0.135
H 6.412 -9.276 9.284 -0.031 0.034 -0.047
H 6.083 -6.872 9.780 -0.030 -0.019 -0.057
H 4.912 -5.424 8.163 -0.084 -0.067 -0.159